A cluster of 12 separate species, C6H38N2O11 in total at a distorted geometry. Source: OMol25; level of theory: wB97M-V/def2-TZVPD.

Geometry as XYZ:
```
57
Properties=species:S:1:pos:R:3:forces:R:3
N -0.12568 -0.66038 -0.61448 -0.393 0.714 -4.687
C -1.25560 0.18965 -0.98086 -1.595 -2.647 0.072
C -1.98448 -0.48745 -2.27524 1.082 2.634 -0.878
C -3.39336 0.32457 -2.44696 1.649 -2.292 2.848
C -0.97599 1.68489 -1.25240 1.225 -1.099 -3.199
N -0.11785 2.36961 -0.33357 -0.011 -2.018 -0.812
C 0.45669 3.58556 -0.86829 0.459 1.382 1.250
C -0.64067 2.22646 1.00989 1.352 4.991 0.876
H 0.01738 -0.68856 0.31851 1.274 0.337 3.416
H 0.63928 -0.28035 -1.16427 0.706 -0.543 0.702
H -1.91248 -0.07182 -0.08616 -0.233 1.127 -1.105
H -2.01306 -1.60612 -2.18440 -0.359 1.198 0.188
H -1.29952 -0.22345 -3.28514 -2.096 -1.008 3.247
H -4.09959 0.04284 -1.52407 1.706 1.522 -1.566
H -3.89466 -0.15609 -3.20451 -1.225 -0.663 -2.255
H -3.11445 1.35465 -2.70764 -0.833 -0.369 0.488
H -1.96550 2.17473 -1.41884 0.649 0.039 0.032
H -0.35052 1.60576 -2.31687 -1.855 0.539 2.476
H 1.53656 3.73481 -0.55550 -1.168 -0.124 -0.091
H -0.12920 4.45151 -0.48038 0.402 -0.084 -0.140
H 0.46387 3.71584 -1.96974 -0.296 -0.863 0.615
H -1.23037 3.21136 1.28099 0.874 -1.426 -0.171
H -1.35550 1.48665 1.11895 -1.047 -1.687 -0.105
H 0.16924 2.12410 1.75820 -0.467 -0.081 -0.309
H 3.46142 -2.10517 -2.73220 -0.907 -2.905 -1.266
H 4.40192 -1.11553 -2.51430 8.273 2.223 -1.441
O 3.58919 -1.29459 -2.33847 -7.434 0.830 2.670
H 2.41590 -2.79658 3.00966 0.152 1.104 -0.058
H 1.00569 -2.58028 2.78213 -0.037 0.942 -0.378
O 1.83902 -2.04943 2.73908 0.681 -1.304 0.379
H -2.11135 -2.30701 0.34474 -1.399 -2.582 -1.493
H -2.58886 -3.26592 -0.95787 0.438 0.581 2.818
O -2.52880 -3.21536 0.06730 0.854 1.830 -1.540
H 0.50741 -0.44249 4.85362 4.124 -1.813 -1.583
H 0.04508 0.74769 5.73542 -0.572 -2.197 -1.685
O -0.23539 -0.04086 5.14326 -3.487 3.891 3.073
H 3.03244 2.46304 -3.46072 0.580 -0.525 0.021
H 2.77977 0.92456 -2.93985 0.375 1.020 -0.355
O 2.42852 1.83125 -3.07130 -1.224 -0.687 -0.186
H -0.13800 0.58200 -5.00090 3.742 -1.827 -2.662
H -1.10163 1.73173 -4.99498 -0.352 1.479 -1.083
O -0.80464 0.96764 -4.55964 -3.077 0.868 2.934
H 2.19789 -0.29493 2.39536 -0.528 -2.927 0.992
H 2.61766 0.64674 1.45164 0.367 0.504 -1.079
O 2.27957 0.62276 2.33286 0.085 2.366 0.109
H 3.27755 1.86999 0.23419 0.299 0.112 -1.607
H 2.58501 1.99884 -1.15409 -0.405 0.084 -0.219
O 3.42762 1.79847 -0.74768 0.436 -0.083 2.373
H -0.87985 -3.19859 1.73633 0.820 -0.594 0.819
H 0.52128 -4.03462 1.47709 -2.750 1.720 3.185
O -0.12070 -3.58609 2.25439 1.607 -2.319 -4.513
H -0.17887 -3.39148 4.10016 -1.358 -0.183 -1.553
H 0.15042 -2.61277 5.34991 -0.973 2.361 1.681
O 0.38677 -3.32297 4.83027 2.206 -2.391 0.528
H -1.62136 -0.97312 1.99462 -1.160 -2.519 2.306
H -2.10245 -1.79769 3.39540 0.331 0.654 -0.947
O -1.96275 -1.86799 2.42735 0.493 2.703 -1.132
```
Forces are in eV/Å.

* ΔE to the lowest compared entry with this formula, charge and spin: 178.9 kcal per mole
* lowest unoccupied orbital energy: 0.22 eV
* E_HOMO: -0.2927 Eh
* gap between HOMO and LUMO: 8.18 eV
* 2S+1: 1
* M: 314.373 g/mol
* SMILES: CC[C@@H](N)CN(C)C.O.O.O.O.O.O.O.O.O.O.O



A structure of composition C26H22N2STl. Source: OMol25; level of theory: wB97M-V/def2-TZVPD.

Geometry as XYZ:
```
52
Properties=species:S:1:pos:R:3:forces:R:3
Tl -1.45169 0.00343 -1.67191 -0.433 -0.410 0.431
C 1.58781 1.43033 -1.08921 -0.057 0.059 0.053
C 1.92871 0.18513 -1.83991 -0.538 -0.195 0.069
C 3.23941 -0.04237 -2.28331 0.399 -0.312 -0.376
C 3.50081 -1.14807 -3.04351 -0.120 0.206 0.161
C 2.48091 -2.08657 -3.29681 -0.246 0.224 0.133
C 2.70211 -3.22247 -4.08961 0.008 -0.418 -0.182
C 1.69281 -4.14537 -4.24461 0.643 0.139 -0.160
C 0.48001 -3.97457 -3.59971 -0.172 0.378 0.130
C 0.19301 -2.84697 -2.83111 -0.313 -0.468 -0.074
S -1.33069 -2.78737 -2.04031 -0.366 0.252 0.241
C 1.20291 -1.83987 -2.71181 0.609 -0.417 -0.500
N 0.95421 -0.68247 -2.06321 0.488 0.382 0.314
H 2.44111 2.10353 -1.02821 0.016 0.056 -0.063
H 1.26231 1.17253 -0.08131 -0.005 0.030 0.008
H 0.75371 1.93413 -1.58041 0.034 0.114 0.006
H 4.01941 0.66933 -2.04871 -0.018 0.058 -0.004
H 4.48351 -1.33047 -3.45751 0.123 0.018 0.009
H 3.66951 -3.35257 -4.55841 0.032 -0.042 -0.017
H 1.84561 -5.02077 -4.86251 0.059 -0.066 -0.022
H -0.29499 -4.71997 -3.68991 -0.066 -0.070 -0.011
C -3.29719 4.34163 -2.58001 -0.461 0.245 0.112
C -2.09679 3.56733 -2.73551 0.460 -0.329 -0.058
N -1.16419 2.91013 -2.84351 0.289 0.341 -0.180
H -3.33719 5.11513 -3.34571 -0.094 0.017 0.051
H -3.30719 4.79873 -1.59181 -0.041 0.060 -0.019
H -4.16329 3.68673 -2.66721 -0.033 0.024 -0.025
C 2.08981 -0.23907 5.13429 0.092 -0.017 0.205
C 0.90991 0.42933 4.84849 0.029 0.049 0.148
C 0.31731 0.30433 3.60889 -0.081 0.013 -0.076
C 0.88431 -0.50827 2.62319 0.248 -0.011 0.403
C 2.09201 -1.15337 2.92149 -0.156 0.031 -0.101
C 2.68621 -1.02427 4.16019 0.098 -0.023 0.152
C 0.32111 -0.67237 1.29079 -0.693 0.090 -0.629
C -0.84059 -0.22197 0.79029 0.461 -0.125 -0.095
C -1.91829 0.38803 1.52049 -0.129 0.051 -0.097
C -2.79429 -0.41567 2.27139 0.075 -0.027 -0.108
C -3.93769 0.10733 2.83039 -0.151 0.097 0.117
C -4.23529 1.45823 2.69899 -0.163 0.200 0.110
C -3.37409 2.27273 1.97639 -0.219 0.128 0.119
C -2.25259 1.74753 1.37119 0.246 -0.104 -0.091
H 2.53631 -0.15077 6.11419 0.091 0.031 0.084
H 0.45151 1.05803 5.60239 -0.020 0.009 0.011
H -0.59379 0.84083 3.39049 0.015 0.003 0.060
H 2.55931 -1.76407 2.15759 -0.021 -0.016 -0.031
H 3.61701 -1.53687 4.37229 0.008 -0.017 0.002
H 0.98511 -1.22687 0.63469 0.096 -0.020 -0.267
H -2.56079 -1.46547 2.38159 0.016 -0.081 -0.022
H -4.60809 -0.54387 3.37589 -0.045 -0.023 0.079
H -5.12569 1.88033 3.14729 -0.038 -0.047 0.029
H -3.59159 3.33263 1.88129 -0.008 -0.040 -0.035
H -1.61179 2.38523 0.77149 0.051 -0.028 0.006
```
Forces are in eV/Å.

* lowest unoccupied orbital energy: 2.49 eV
* E_HOMO: -0.1149 Eh
* gap between HOMO and LUMO: 5.62 eV
* 2S+1: 1
* M: 598.926 g/mol
* charge: -1



The ion C4H7NO2 with charge +1 at a distorted geometry. Source: OMol25; level of theory: wB97M-V/def2-TZVPD.

Geometry as XYZ:
```
14
Properties=species:S:1:pos:R:3:forces:R:3
O 1.91248 -2.31009 -1.44399 0.046 -0.594 0.147
C 1.67688 -1.19704 -1.15563 -0.183 0.378 0.021
C 0.37230 -0.83244 -0.33044 0.442 0.428 -0.575
C 0.35516 0.62516 -0.02493 -0.087 1.164 -0.235
C -1.11304 1.10752 0.31806 0.190 -1.163 2.021
N -1.65129 0.46530 1.37320 -0.291 0.587 -0.801
O -1.63299 2.02200 -0.25869 -0.003 0.207 -0.919
H 2.27471 -0.35026 -1.51813 0.146 0.216 -0.004
H 0.26351 -1.52029 0.48894 -0.139 -0.243 0.259
H -0.36108 -1.00660 -1.11075 -0.379 -0.418 -0.065
H 0.68156 1.20796 -0.88741 -0.064 0.023 0.049
H 0.88341 1.02258 0.84728 0.268 -0.394 -0.003
H -2.58570 0.74763 1.63329 -0.008 0.010 0.265
H -1.07591 0.01858 2.06921 0.062 -0.201 -0.160
```
Forces are in eV/Å.

* ΔE to the lowest compared entry with this formula, charge and spin: 3.8 kcal per mole
* lowest unoccupied orbital energy (alpha / beta): -3.84 / -9.59 eV
* E_HOMO (alpha / beta): -0.5611 / -0.5201 Eh
* <S²>: 0.760
* gap between HOMO and LUMO (alpha / beta): 11.43 / 4.56 eV
* 2S+1: 2
* M: 101.105 g/mol
* charge: +1



A cluster of 3 separate species, C3H14N2O2 in total at a distorted geometry. Source: OMol25; level of theory: wB97M-V/def2-TZVPD.

Geometry as XYZ:
```
21
Properties=species:S:1:pos:R:3:forces:R:3
C 0.98339 0.05480 2.58672 -0.286 -0.405 -0.390
C -0.03350 -0.93123 2.01354 -0.226 -1.158 0.305
N -0.58993 -0.43714 0.75387 0.418 -0.839 2.517
C -1.11976 -1.41632 -0.16967 -0.375 0.233 0.320
N -0.76270 -1.19489 -1.56894 -0.471 -0.285 0.706
H 1.58119 -0.38594 3.38044 0.127 -0.095 -0.087
H 0.46626 0.90655 3.02564 -0.021 0.152 -0.128
H 1.61427 0.38727 1.75940 0.284 0.112 0.279
H 0.33439 -1.96479 1.85087 0.753 0.484 -0.192
H -0.73975 -1.17883 2.82178 -0.612 0.611 -0.239
H -0.17138 0.46001 0.64396 -0.279 0.321 -1.625
H -2.20281 -1.47728 -0.00451 -0.133 0.319 -0.654
H -0.81313 -2.41580 0.16081 0.483 0.103 -0.135
H -0.64084 -0.19487 -1.63711 0.254 0.025 -0.587
H 0.10485 -1.68324 -1.75534 0.083 0.419 -0.085
H 2.95191 -1.65546 -2.15580 0.871 -0.481 0.371
H 3.39310 -3.11431 -1.95558 0.375 0.786 0.155
O 3.70372 -2.19398 -1.81749 -1.245 -0.300 -0.528
H -2.05653 5.25858 -1.98302 0.187 0.121 0.233
H -3.36181 5.42746 -1.27759 -0.022 0.103 0.263
O -2.41776 5.56948 -1.14167 -0.164 -0.227 -0.498
```
Forces are in eV/Å.

* ΔE to the lowest compared entry with this formula, charge and spin: 40.2 kcal per mole
* lowest unoccupied orbital energy: 0.56 eV
* E_HOMO: -0.3066 Eh
* gap between HOMO and LUMO: 8.90 eV
* 2S+1: 1
* M: 110.157 g/mol
* SMILES: CCNCN.O.O



A structure of composition C2H2N2O at a distorted geometry. Source: OMol25; level of theory: wB97M-V/def2-TZVPD.

Geometry as XYZ:
```
7
Properties=species:S:1:pos:R:3:forces:R:3
O 0.29945 -0.85156 -1.13528 -0.112 -0.045 2.675
C -0.06464 0.38694 -0.99263 -0.106 0.250 0.723
N -0.25366 0.84476 0.21105 -0.170 0.617 -0.197
C 0.00786 -0.19849 1.04351 0.067 -0.212 -0.117
N 0.36033 -1.33624 0.53836 -0.272 1.271 -2.048
H -0.23920 1.12249 -1.78788 0.296 -0.971 -0.332
H -0.11014 0.03210 2.12286 0.297 -0.910 -0.705
```
Forces are in eV/Å.

* ΔE to the lowest compared entry with this formula, charge and spin: 50.1 kcal per mole
* lowest unoccupied orbital energy: 0.05 eV
* E_HOMO: -0.4023 Eh
* gap between HOMO and LUMO: 11.00 eV
* 2S+1: 1
* M: 70.051 g/mol